A molecular structure, ArH26O13, computed with ωB97M-V/def2-TZVPD.

Its HOMO energy is -9.53 eV. The calculation puts the gap between HOMO and LUMO at 8.6 eV. The energy above the lowest of the compared OMol25 structures with the same formula, charge and spin is 1.0598 eV. The calculation puts the largest force on an atom at 1.3 eV Å⁻¹. The calculation puts the molecular weight at 274.143 g/mol.

Atoms and positions in Å:
Ar1 -0.0894 0.2329 -0.0836
O1 0.8391 -1.3725 -3.6112
H1 -0.0927 -1.1567 -3.6484
H2 1.0668 -1.6088 -4.5104
O2 -2.2613 -2.7446 0.6699
H3 -1.3571 -2.5584 0.9230
H4 -2.7708 -2.0344 1.0600
O3 1.5396 -2.6964 -1.4455
H5 1.3351 -2.0653 -2.1356
H6 1.0512 -2.3852 -0.6834
O4 0.6354 -2.4959 1.4597
H7 1.2990 -2.0015 1.9408
H8 0.8094 -3.4105 1.6822
O5 1.5220 2.6779 3.2164
H9 0.7112 2.8314 2.7313
H10 1.9037 3.5487 3.3273
O6 0.9126 3.4252 -0.0888
H11 0.1669 3.7836 0.3926
H12 1.6501 3.9813 0.1623
O7 -2.2556 1.2609 3.2958
H13 -1.4344 0.9437 3.6714
H14 -1.9892 1.9370 2.6728
O8 1.1833 2.4744 -2.8581
H15 1.0887 3.2592 -3.3980
H16 1.0683 2.7855 -1.9602
O9 3.2529 1.2491 0.7282
H17 2.5793 1.7989 0.3280
H18 3.6292 0.7598 -0.0034
O10 -1.8513 -0.6874 -3.6104
H19 -1.3912 0.1131 -3.8630
H20 -2.6771 -0.6520 -4.0932
O11 2.5824 -0.8603 2.7703
H21 2.6312 -0.1656 2.1136
H22 2.6846 -0.4070 3.6072
O12 -2.8341 -2.7656 -1.8711
H23 -2.4272 -2.0287 -2.3267
H24 -2.5764 -2.6539 -0.9560
O13 -3.4948 -0.4594 1.5768
H25 -2.9612 0.1642 2.0694
H26 -3.6779 -0.0166 0.7482

Atoms 1-3, force components in eV/Å:
Ar -0.0543 0.0242 -0.0102
O 0.3184 0.5182 -0.4036
H -0.4033 -0.3861 0.0917

natural (NBO) atomic charge list, values in e, 4 entries: number 1, Ar, carries 0.00; number 2, O, carries -0.95; number 3, H, carries 0.49; number 4, H, carries 0.48

=====

A single C5H10N2O molecule, computed with ωB97M-V/def2-TZVPD.

Its HOMO energy is -9.12 eV. The calculation puts the gap between HOMO and LUMO at 9.9 eV. The energy above the lowest of the compared OMol25 structures with the same formula, charge and spin is 2.8740 eV. The calculation puts the largest force on an atom at 3.4 eV Å⁻¹. The calculation puts the molecular weight at 114.148 g/mol.

Atoms and positions in Å:
O1 -0.7196 0.6274 -2.5581
C1 -0.1428 -0.2332 -1.9305
C2 1.2931 -0.1336 -1.5339
C3 1.5512 0.0907 -0.0209
C4 1.0115 -0.9568 0.9644
N1 -2.0221 0.7421 2.0379
C5 -0.9149 0.2994 1.2267
N2 -0.1280 -0.5558 1.7406
H1 -0.4540 -1.2420 -1.6083
H2 1.8452 0.7295 -1.8528
H3 1.9517 -0.9848 -2.0155
H4 2.6767 0.4883 0.1592
H5 1.1790 1.0639 0.3514
H6 0.9590 -1.8975 0.3685
H7 1.7850 -1.2296 1.7642
H8 -2.8108 1.0284 1.4857
H9 -2.1769 0.2855 2.8975
H10 -0.9350 1.0358 0.2304

Atoms 1-3, force components in eV/Å:
O -0.3083 -1.0979 0.6984
C 1.5037 0.5205 -0.6182
C 2.7776 -0.1302 0.3622

natural (NBO) atomic charge list, values in e, 4 entries: number 1, O, carries -0.51; number 2, C, carries 0.44; number 3, C, carries -0.54; number 4, C, carries -0.42

=====

12 unconnected molecules or ions with the total composition C35H96N2O12, computed with ωB97M-V/def2-TZVPD.

Its HOMO energy is -8.97 eV. The calculation puts the gap between HOMO and LUMO at 9.4 eV. The calculation puts the largest force on an atom at 2.6 eV Å⁻¹. The calculation puts the molecular weight at 737.155 g/mol.

Atoms and positions in Å:
C1 3.9513 0.6851 -2.0394
C2 4.0228 0.5035 -0.5811
O1 2.9665 -0.2655 -0.0074
H1 4.7782 1.1475 -2.5474
H2 3.0531 1.2662 -2.3105
H3 3.7889 -0.2734 -2.5547
H4 4.1080 1.4480 -0.0327
H5 4.9421 -0.0281 -0.3288
H6 2.1419 0.2227 0.0281
C3 -0.9231 -3.8042 2.6578
C4 -1.1008 -3.6790 4.1787
O2 -0.9015 -2.3086 4.6032
H7 0.0181 -3.2630 2.4310
H8 -1.7852 -3.3502 2.0958
H9 -0.9174 -4.8554 2.3496
H10 -0.3791 -4.2339 4.6957
H11 -2.1145 -3.9974 4.4236
H12 -1.4247 -1.8162 3.9711
C5 -3.1865 4.7552 2.5136
C6 -2.2473 3.6792 1.9140
O3 -1.0274 4.2251 1.5091
H13 -3.5123 5.4582 1.7134
H14 -2.6639 5.3430 3.2639
H15 -4.0349 4.1903 2.8599
H16 -2.7711 3.3265 1.0757
H17 -2.0328 2.8715 2.6123
H18 -0.7260 3.7761 0.7040
C7 0.7232 5.9555 -0.8020
C8 1.5648 5.5336 -2.0157
C9 2.8792 4.9208 -1.4575
O4 0.7394 4.6229 -2.8604
H19 1.2337 6.7744 -0.2433
H20 0.6028 5.1237 -0.0974
H21 -0.2611 6.3323 -1.0189
H22 1.8222 6.3772 -2.6522
H23 2.7185 3.9878 -0.8422
H24 3.3472 5.6982 -0.8558
H25 3.5476 4.6554 -2.2856
H26 1.2824 4.1062 -3.4991
C10 -3.5059 -3.1729 -1.4301
C11 -4.1440 -2.4453 -2.5838
C12 -3.9714 -0.8858 -2.5421
O5 -3.6386 -2.8542 -3.7969
H27 -3.5645 -4.2550 -1.6656
H28 -4.0844 -3.0833 -0.5065
H29 -2.4636 -2.8934 -1.2387
H30 -5.2203 -2.5990 -2.7441
H31 -4.4153 -0.4820 -3.4571
H32 -2.8739 -0.7560 -2.5316
H33 -4.3491 -0.3761 -1.6794
H34 -2.6901 -2.8285 -3.8017
C13 4.4635 -4.7081 1.7076
C14 3.4945 -3.4178 1.7597
C15 4.2597 -2.2275 2.2283
O6 2.8662 -3.2121 0.4587
H35 5.5086 -4.5241 1.3789
H36 4.0312 -5.4416 1.0571
H37 4.5049 -5.1595 2.6810
H38 2.6158 -3.6503 2.4242
H39 4.9916 -1.9122 1.4578
H40 4.7103 -2.5066 3.1828
H41 3.5238 -1.4485 2.4754
H42 2.8558 -2.2737 0.1383
C16 -0.6695 -1.0017 -5.7165
C17 -0.0286 -1.7148 -4.5324
C18 1.0965 -0.8896 -3.9624
O7 -1.0377 -1.9993 -3.5876
H43 -1.1290 -0.0822 -5.3139
H44 -1.4614 -1.6060 -6.1944
H45 0.0910 -0.8371 -6.5003
H46 0.4323 -2.6808 -4.8271
H47 0.8390 0.1132 -3.6045
H48 1.8868 -0.7777 -4.6881
H49 1.4818 -1.4349 -3.0458
H50 -0.7308 -2.6716 -2.9802
C19 -3.2750 3.8948 -1.9789
C20 -2.2346 2.8081 -1.9491
C21 -1.8591 2.1455 -3.2698
O8 -1.0337 3.2608 -1.2750
H51 -2.9813 4.7315 -2.6532
H52 -3.3513 4.3378 -0.9708
H53 -4.2641 3.5497 -2.2502
H54 -2.6502 1.9890 -1.3014
H55 -1.2210 2.7978 -3.8554
H56 -2.7404 1.9130 -3.7606
H57 -1.2640 1.2325 -3.0723
H58 -0.4162 3.7994 -1.8768
C22 -4.2610 -0.2002 1.2017
C23 -4.2796 -0.4102 2.6966
C24 -5.6645 -0.4718 3.2670
O9 -3.4630 -1.5298 3.0738
H59 -4.8796 -0.9027 0.7100
H60 -3.2448 -0.3170 0.8735
H61 -4.5654 0.8309 0.9167
H62 -3.7218 0.3463 3.2349
H63 -6.1400 0.4940 3.1413
H64 -5.6188 -0.6701 4.3584
H65 -6.2702 -1.2404 2.6987
H66 -3.7549 -2.3626 2.6828
C25 -0.7896 -0.5957 -0.3469
C26 -0.4558 0.6756 0.4952
C27 -0.2591 0.1968 1.8901
O10 0.7251 1.2798 0.0007
H67 -0.2575 -1.4090 0.0882
H68 -0.4473 -0.5704 -1.4401
H69 -1.8402 -0.8716 -0.3472
H70 -1.2227 1.4032 0.5895
H71 0.0686 1.0228 2.5874
H72 0.5445 -0.5903 1.8948
H73 -1.2187 -0.1790 2.1470
H74 0.4741 1.9343 -0.7190
C28 -0.6829 -5.5890 -2.3234
C29 -0.1022 -4.9082 -1.0846
C30 0.8147 -5.9480 -0.3873
O11 0.0821 -7.1373 -0.2000
C31 0.8947 -8.2084 0.2769
N1 0.6927 -3.7106 -1.4601
H75 0.1879 -6.0100 -2.8445
H76 -1.1859 -4.9610 -3.0796
H77 -1.2871 -6.4378 -2.0025
H78 -0.8981 -4.5901 -0.4058
H79 1.2138 -5.6144 0.5516
H80 1.6797 -6.1652 -1.0138
H81 0.2037 -9.0541 0.3466
H82 1.3049 -7.9437 1.2854
H83 1.7303 -8.4758 -0.4301
H84 1.4644 -4.1647 -1.9441
H85 1.1559 -3.3010 -0.6700
C32 4.6077 4.1420 1.9395
C33 3.3517 5.0053 2.2367
C34 3.1763 5.0160 3.7533
O12 3.1336 3.7550 4.3432
C35 1.8580 3.2043 4.0976
N2 3.5305 6.3477 1.6497
H86 5.5378 4.3328 2.4596
H87 4.8389 4.2574 0.8543
H88 4.4392 3.0582 2.0953
H89 2.4595 4.5010 1.7985
H90 2.2360 5.4869 4.0241
H91 3.9647 5.5782 4.2687
H92 1.7523 2.8080 3.0769
H93 1.0567 3.8815 4.3298
H94 1.7960 2.3311 4.7681
H95 2.6663 6.8348 1.5753
H96 4.2618 6.9416 2.0463

Atoms 1-3, force components in eV/Å:
C -1.8481 -0.3202 -1.7999
C 0.6309 -0.1502 1.7710
O 0.8532 -0.8605 -0.3732

Mulliken atomic charge list, values in e, 4 entries: number 1, C, carries -1.03; number 2, C, carries 0.11; number 3, O, carries 0.22; number 4, H, carries 0.52

=====

2 unconnected molecules or ions with the total composition C6H7N4O, computed with ωB97M-V/def2-TZVPD.

Its HOMO energy (alpha / beta) is -1.13 / -5.21 eV. Its charge is -1. As for the spin multiplicity: 3. The calculation puts the gap between HOMO and LUMO (alpha / beta) at 5.0 / 8.1 eV. The energy above the lowest of the compared OMol25 structures with the same formula, charge and spin is 0.0000 eV. The calculation puts the largest force on an atom at 4.6 eV Å⁻¹. The calculation puts the molecular weight at 151.149 g/mol. Its expectation value of S² is 2.045.

Atoms and positions in Å:
C1 1.4676 1.7390 0.1514
C2 2.1953 0.5792 0.3066
C3 0.0713 1.6946 -0.1799
C4 1.5483 -0.7259 0.1748
C5 0.1753 -0.6503 -0.3095
C6 -3.7168 0.1077 0.0389
N1 -0.4568 0.4946 -0.5613
N2 2.0811 -1.8449 0.5699
N3 -0.6080 -1.7508 -0.5551
N4 -2.9726 0.1325 -0.8704
O1 -4.4705 -0.0070 0.9556
H1 2.0548 2.5699 0.4168
H2 3.3013 0.4466 0.6228
H3 -0.4423 2.6372 -0.1285
H4 -1.6115 0.5129 -0.5903
H5 2.9683 -1.7944 0.9942
H6 -0.0037 -2.5514 -0.5682
H7 -1.5812 -1.5895 -0.4677

Atoms 1-3, force components in eV/Å:
C -0.8718 -1.4731 0.0860
C 1.9563 -1.0199 0.3991
C 3.8405 0.3550 0.8438

natural (NBO) atomic charge list, values in e, 4 entries: number 1, C, carries -0.30; number 2, C, carries -0.28; number 3, C, carries 0.00; number 4, C, carries 0.05